C28H31ClNO4SScSe4Si | the ωB97M-V functional and the def2-TZVPD basis

Geometry as XYZ:
```
72
Properties=species:S:1:pos:R:3:forces:R:3
Sc 0.207635 -0.055580 0.571002 -0.1 -0.1 -0.3
Se 0.747292 -0.681826 3.194521 0.1 0.0 0.0
Se 2.760543 0.508301 3.394237 0.0 -0.1 0.0
Se 3.923169 -0.140266 1.479755 -0.1 0.1 0.0
Se 2.701426 0.960985 -0.198566 0.2 -0.1 0.1
C -1.942777 1.236576 -3.008309 0.0 0.0 0.0
C -0.896648 2.368420 -3.085094 0.0 0.0 -0.1
C 0.277342 1.844281 -2.250708 0.0 0.0 0.0
O -0.249744 0.720988 -1.528366 0.1 0.0 0.2
C -1.160184 0.071653 -2.420246 -0.2 0.0 0.1
H -2.381586 0.995971 -3.978196 0.0 0.0 0.0
H -2.746644 1.491342 -2.317983 0.0 0.0 0.0
H -1.271249 3.299307 -2.663262 0.0 0.0 0.0
H -0.580397 2.555940 -4.113025 0.0 0.0 0.0
H 0.648218 2.564330 -1.529436 0.0 0.0 0.0
H 1.098816 1.487209 -2.879967 0.0 0.0 0.0
H -1.774975 -0.612466 -1.841491 0.0 0.0 0.0
H -0.581180 -0.472018 -3.176654 0.0 0.0 0.0
Cl -3.969316 -5.942742 3.916211 0.0 0.0 0.0
C -3.646005 -4.525841 2.932622 0.0 0.0 0.0
C -4.651571 -4.035092 2.117169 0.0 0.0 0.0
C -4.379862 -2.932369 1.322820 0.0 0.0 0.0
C -3.131340 -2.323619 1.352806 0.0 0.0 0.0
C -2.144200 -2.832119 2.186976 0.0 0.0 0.0
C -2.393584 -3.941808 2.982202 0.0 0.0 0.0
C -2.865536 -1.144816 0.434923 0.0 0.0 0.0
O -3.694650 -0.868624 -0.427750 0.0 0.0 0.0
O -1.769540 -0.523014 0.642404 0.0 0.0 0.1
H -5.618267 -4.520444 2.094943 0.0 0.0 0.0
H -5.122011 -2.528434 0.646311 0.0 0.0 0.0
H -1.162949 -2.374083 2.195961 0.0 0.0 0.0
H -1.622867 -4.348836 3.623490 0.0 0.0 0.0
S -0.525469 2.322975 1.675763 0.0 0.2 0.0
C -0.758678 3.462234 0.467516 -0.1 -0.1 0.0
N -0.940564 4.268659 -0.351338 0.0 0.0 0.0
C 3.315049 -3.691160 -0.344348 0.0 0.0 0.0
C 1.955278 -4.349088 -0.066898 0.0 0.0 0.0
C 1.979736 -5.779138 -0.611189 0.0 0.0 0.0
C 1.743072 -4.352411 1.452225 0.0 0.0 0.0
Si 0.647131 -3.266565 -0.916655 0.0 0.1 0.0
O 0.554102 -1.831025 -0.220944 0.0 0.1 0.2
C -1.043367 -4.123887 -1.010739 0.0 0.0 0.0
C -1.472421 -5.131516 -0.141232 0.0 0.0 0.0
C -2.746842 -5.673484 -0.222054 0.0 0.0 0.0
C -3.638848 -5.205357 -1.177239 0.0 0.0 0.0
C -3.243711 -4.203419 -2.049944 0.0 0.0 0.0
C -1.959324 -3.681355 -1.969105 0.0 0.0 0.0
C 1.177330 -3.006937 -2.714298 0.0 0.0 0.0
C 0.963737 -3.937965 -3.732480 0.0 0.0 0.0
C 1.401489 -3.705388 -5.030935 0.0 0.0 0.0
C 2.067276 -2.524499 -5.333925 0.0 0.0 0.0
C 2.289838 -1.585371 -4.335083 0.0 0.0 0.0
C 1.849840 -1.824397 -3.038742 0.0 0.0 -0.1
H 4.103891 -4.238639 0.188343 0.0 0.0 0.0
H 3.335688 -2.656847 0.004435 0.0 0.0 0.0
H 3.561217 -3.701566 -1.409704 0.0 0.0 0.0
H 2.794543 -6.346492 -0.140988 0.0 0.0 0.0
H 2.155048 -5.795088 -1.692244 0.0 0.0 0.0
H 1.048431 -6.314223 -0.415516 0.0 0.0 0.0
H 2.572201 -4.884684 1.937830 0.0 0.0 0.0
H 0.817743 -4.852270 1.752932 0.0 0.0 0.0
H 1.716140 -3.335968 1.852787 0.0 0.0 0.0
H -0.805952 -5.499518 0.627446 0.0 0.0 0.0
H -3.052626 -6.442637 0.477771 0.0 0.0 0.0
H -4.643276 -5.610080 -1.228775 0.0 0.0 0.0
H -3.939466 -3.816614 -2.785099 0.0 0.0 0.0
H -1.665649 -2.901367 -2.663012 0.0 0.0 0.0
H 0.425188 -4.855693 -3.513192 0.0 0.0 0.0
H 1.216268 -4.441395 -5.805656 0.0 0.0 0.0
H 2.408850 -2.335916 -6.345683 0.0 0.0 0.0
H 2.808463 -0.660024 -4.559784 0.0 0.0 0.0
H 2.029973 -1.080968 -2.265653 0.0 0.0 0.0
```
Forces are in eV/Å.

Values from the calculation:
LUMO level = 3.95 eV
Energy above the lowest of the compared OMol25 structures with the same formula, charge and spin = 3.73 kcal per mole
Net charge = -2
Kohn-Sham gap = 5.89 eV
HOMO energy = -1.94 eV



C17H42InN4O5 | the ωB97M-V functional and the def2-TZVPD basis

Geometry as XYZ:
```
69
Properties=species:S:1:pos:R:3:forces:R:3
C -5.364327 -1.833085 5.090725 0.2 -0.7 0.1
C -4.425480 -3.172086 4.802099 -0.9 0.9 0.4
O -3.338452 -3.132667 5.800704 0.1 -1.2 -2.7
C -2.060235 -3.463230 5.151403 1.5 0.8 0.9
C -1.305278 -2.039563 4.800132 0.5 -1.4 0.6
In -1.999960 -1.081635 2.858816 0.0 0.7 -0.2
C -1.869365 1.195254 3.215720 0.3 0.5 0.1
H -4.918212 -1.182336 5.970129 -0.7 -1.5 -1.9
H -6.403412 -2.236536 5.450655 1.7 1.1 -0.9
H -5.398680 -1.185074 4.115505 -0.2 -1.3 1.9
H -5.040827 -4.156653 4.962161 1.0 1.7 -0.2
H -4.067251 -3.158881 3.687309 -0.4 0.2 2.3
H -1.422041 -4.068826 5.956982 -1.4 1.1 -1.6
H -2.174807 -4.136744 4.196660 0.0 1.2 1.8
H -1.483682 -1.268432 5.676491 0.6 -1.8 -1.5
H -0.151898 -2.313716 4.663290 -2.1 0.8 0.6
H -3.707419 -1.420748 2.421352 0.3 -0.1 0.1
H -0.951936 -1.480864 1.438605 -0.3 0.0 0.5
H -2.853665 1.702895 2.835578 1.9 -0.7 0.7
H -0.927902 1.540553 2.591795 -1.9 -0.3 1.4
H -1.716407 1.382032 4.370612 -0.2 -0.1 -2.3
C -5.140401 0.194020 -1.464821 0.1 0.3 -0.1
C -5.498189 -0.905913 -0.505064 -0.3 0.0 1.5
O -5.744891 -0.687976 0.678705 -0.1 0.0 -1.1
N -5.544449 -2.182455 -0.987240 -0.1 0.4 0.1
C -5.288922 -2.634003 -2.333797 -0.1 -0.3 0.4
H -5.143081 1.154082 -0.940178 0.0 -0.4 0.0
H -4.139418 0.024916 -1.870421 -0.1 0.0 -0.1
H -5.876316 0.239452 -2.271957 0.2 0.0 -0.1
H -5.791726 -2.870079 -0.284990 0.2 0.2 -0.2
H -6.187606 -3.136494 -2.699153 0.1 0.0 -0.3
H -4.463947 -3.349410 -2.300712 0.0 0.0 -0.3
H -5.032183 -1.814939 -3.006837 0.0 -0.1 0.2
C 3.840534 -1.787515 0.522772 0.2 0.1 -0.3
C 2.475685 -2.060166 1.090088 -1.3 0.1 -0.2
O 1.445510 -1.785394 0.479431 1.2 -0.2 0.2
N 2.402554 -2.632993 2.327309 0.0 0.2 -0.5
C 3.489931 -3.024522 3.191441 -0.5 0.0 0.1
H 3.742168 -1.330694 -0.466477 -0.1 -0.1 0.2
H 4.382794 -1.094097 1.170998 0.2 -0.1 0.0
H 4.394983 -2.723763 0.417269 0.1 0.1 0.1
H 1.452527 -2.786983 2.644898 0.1 0.1 0.0
H 3.400609 -4.096146 3.384455 0.3 0.0 0.2
H 3.388537 -2.478918 4.132463 0.3 -0.1 0.1
H 4.466831 -2.814856 2.753863 -0.2 0.0 0.0
C 2.766684 1.462774 -0.285039 -0.1 -0.3 0.1
C 3.542298 1.698066 -1.550764 0.3 0.0 -0.4
O 3.868976 0.780030 -2.299200 0.0 0.2 0.1
N 3.884469 2.983423 -1.858938 0.0 -0.9 0.1
C 3.594388 4.183965 -1.112641 0.1 0.1 -0.4
H 2.565968 0.393330 -0.171109 -0.1 0.4 -0.1
H 3.348359 1.798778 0.577415 -0.2 0.1 0.0
H 1.810502 1.990845 -0.329324 0.1 0.0 0.2
H 4.405119 3.065659 -2.724551 -0.3 0.1 0.2
H 3.016869 4.851890 -1.756038 0.0 0.1 0.2
H 4.542994 4.661321 -0.856198 -0.2 0.2 0.2
H 3.031342 3.982346 -0.200447 0.1 -0.1 -0.2
C 4.028171 5.544983 -6.728610 0.0 0.3 0.0
C 3.670383 4.445051 -5.768853 -0.3 -0.5 0.8
O 3.423682 4.662987 -4.585085 0.2 0.0 -0.5
N 3.624122 3.168509 -6.251029 0.0 0.8 0.4
C 3.879650 2.716960 -7.597587 -0.1 -0.4 0.2
H 4.025490 6.505045 -6.203968 0.0 -0.3 0.0
H 5.029154 5.375880 -7.134209 -0.1 0.0 -0.1
H 3.292256 5.590415 -7.535746 0.2 0.0 -0.1
H 3.376846 2.480884 -5.548780 0.1 0.1 -0.1
H 2.980966 2.214469 -7.962942 0.2 0.0 -0.3
H 4.704625 2.001553 -7.564501 0.0 0.0 -0.3
H 4.136389 3.536025 -8.270627 -0.1 -0.1 0.2
```
Forces are in eV/Å.

Values from the calculation:
LUMO level = 1.96 eV
Net charge = -1
Kohn-Sham gap = 5.82 eV
HOMO energy = -3.86 eV



C18H25F2N3O2 | the ωB97M-V functional and the def2-TZVPD basis

Geometry as XYZ:
```
50
Properties=species:S:1:pos:R:3:forces:R:3
O -1.451052 0.039436 2.101181 -0.4 -0.1 0.2
C -0.584097 0.421012 1.330679 0.0 0.3 -0.2
N 0.552435 -0.292853 1.140614 0.2 -0.2 0.2
C 1.459013 -0.164872 0.020204 0.0 0.0 -0.5
H 1.400821 0.824952 -0.426563 0.0 0.0 0.1
C 1.127304 -1.248697 -1.008368 0.2 0.0 0.2
C 1.238890 -2.632218 -0.372235 -0.2 0.0 0.0
H 0.929531 -3.391349 -1.090798 0.1 -0.1 0.0
H 2.276850 -2.827311 -0.093581 0.1 -0.1 0.0
C 0.363042 -2.729055 0.891242 0.3 -0.1 -0.1
N -1.043828 -2.671268 0.565394 0.1 0.6 0.2
C -1.812584 -3.752109 0.244944 -0.3 -0.5 -0.3
C -3.204329 -3.595013 0.201839 0.0 -0.2 0.0
C -4.015612 -4.645856 -0.163552 0.0 0.0 0.0
C -3.470816 -5.881502 -0.489245 0.1 -0.1 0.0
C -2.100023 -6.051713 -0.444674 -0.5 0.0 0.0
C -1.276918 -5.002368 -0.086314 0.1 0.2 0.1
H -0.212105 -5.164258 -0.062036 0.1 0.0 0.0
H -1.686564 -7.015373 -0.696366 0.0 -0.1 0.0
F -4.265458 -6.914014 -0.847116 0.0 0.2 0.1
F -5.349511 -4.462243 -0.197698 0.2 -0.1 0.0
H -3.654296 -2.648895 0.459181 -0.1 0.1 0.0
H -1.543564 -1.879524 0.943423 0.0 -0.1 0.1
C 0.699795 -1.561334 1.826589 -0.2 -0.4 0.3
H 0.030165 -1.560631 2.689019 0.2 0.0 -0.1
H 1.733616 -1.652726 2.173130 0.0 0.0 0.0
H 0.586691 -3.670925 1.413308 0.0 0.1 0.0
H 1.805858 -1.171040 -1.858360 0.0 0.0 -0.1
H 0.107318 -1.100090 -1.367450 0.0 0.1 -0.1
H 2.479408 -0.311225 0.392831 0.0 0.1 0.0
C -0.708768 1.735454 0.590546 0.0 0.1 0.2
C 0.288012 2.775898 1.117446 0.1 -0.3 -0.3
N 0.509264 3.795811 0.112241 -0.2 0.2 -0.3
C 1.276025 4.933456 0.595079 0.1 0.2 -0.2
C 1.398195 5.955087 -0.535551 0.2 -0.2 0.1
C 2.064135 5.299509 -1.743675 -0.3 -0.2 0.1
H 2.051018 5.964515 -2.606718 0.0 0.0 -0.1
C 1.308945 4.010131 -2.066227 0.1 0.4 -0.3
O 1.271336 3.160631 -0.945233 0.0 -0.2 0.9
H 1.813070 3.430194 -2.842622 -0.1 0.0 0.0
H 0.286165 4.244635 -2.389902 0.1 -0.1 0.0
H 3.101655 5.055562 -1.505139 0.0 0.0 -0.1
H 1.974930 6.815794 -0.195529 0.0 0.0 0.0
H 0.397217 6.291885 -0.810773 0.0 0.1 0.0
H 0.729362 5.364133 1.436049 0.0 -0.1 0.0
H 2.277154 4.628473 0.940921 -0.1 0.0 0.0
H -0.122429 3.267654 2.000556 0.1 0.0 0.0
H 1.235679 2.293308 1.403518 0.0 0.1 0.0
H -0.544748 1.591524 -0.476874 0.0 0.0 0.0
H -1.726195 2.099407 0.732663 0.1 -0.1 0.0
```
Forces are in eV/Å.

Values from the calculation:
LUMO level = 0.73 eV
Energy above the lowest of the compared OMol25 structures with the same formula, charge and spin = 2.27 kcal per mole
Net charge = 0
Structure (SMILES) = O=C(CCN1CCCCO1)N1CCC[C@H](Nc2ccc(F)c(F)c2)C1
Kohn-Sham gap = 8.40 eV
HOMO energy = -7.67 eV



C3H6O2S | the ωB97M-V functional and the def2-TZVPD basis

Geometry as XYZ:
```
12
Properties=species:S:1:pos:R:3:forces:R:3
C -0.523772 -1.868845 0.427181 2.1 1.3 1.6
C -0.608852 -0.483126 -0.294515 -0.2 -1.9 1.2
C -0.252473 0.776401 0.427622 0.0 1.3 -0.6
O -1.135181 -0.487301 -1.477885 0.0 0.4 0.4
O -0.272535 2.042136 -0.359030 -2.9 -5.9 -1.9
S -0.085038 -2.185410 2.383011 -0.4 1.3 -2.6
H -1.341750 -2.542545 0.406650 -1.5 0.2 -0.8
H 0.264843 -2.442293 -0.093150 0.1 0.5 -0.1
H 0.671448 0.706910 1.010866 0.0 -0.6 -0.2
H -1.046787 0.746752 1.191034 -0.1 0.2 0.2
H -1.287722 0.401386 -1.861817 0.4 0.0 0.3
H 0.182431 2.664143 0.086837 2.5 3.2 2.5
```
Forces are in eV/Å.

Values from the calculation:
LUMO level (alpha / beta) = -1.27 / -1.28 eV
Energy above the lowest of the compared OMol25 structures with the same formula, charge and spin = 105.40 kcal per mole
Net charge = 0
Kohn-Sham gap (alpha / beta) = 5.55 / 5.55 eV
HOMO energy (alpha / beta) = -6.83 / -6.83 eV